The molecule C4H10N4O2 at a distorted geometry, computed with ωB97M-V/def2-TZVPD.

Summary:
Orbital gap in eV: 9.602
2S+1: 1
Relative energy (zero: lowest compared OMol25 entry of this formula, charge and spin) in kcal per mole: 124.9
LUMO in eV: 0.63

Each line ends with the Löwdin charge.
Element x y z (Å)
C1 -0.07055 1.26251 0.08074  -0.483
C2 -1.32265 0.22465 -1.65597  -0.089
C3 -2.36783 0.79654 0.48539  -0.024
C4 3.26546 -0.59790 1.30865  -0.056
N1 -0.15023 2.06094 1.04957  0.183
N2 -1.13993 0.51392 -0.28521  -0.168
N3 2.19107 0.33546 0.91439  0.065
N4 2.21588 0.61452 -0.32247  -0.328
O1 0.99198 1.09515 -0.79643  0.060
O2 3.06046 0.57992 -1.19428  0.076
H1 -2.33966 -0.25432 -1.76467  0.103
H2 -1.39191 1.08809 -2.38661  0.112
H3 -0.64243 -0.50664 -2.05457  0.079
H4 -2.76349 1.63460 0.04208  0.067
H5 -2.78683 -0.14369 0.43849  0.066
H6 -2.09130 1.16817 1.50706  0.098
H7 4.17364 -0.35446 0.86040  0.048
H8 3.27802 -0.55756 2.37007  0.066
H9 3.00065 -1.59424 0.87312  0.107
H10 0.65332 2.52184 1.26680  0.019

Cartesian forces (eV/Å) of the 6 atoms listed first:
C -0.37 0.36 0.77
C -2.38 -0.52 -2.15
C 3.52 0.31 1.40
C -1.85 -0.18 -1.08
N -2.09 -1.00 -0.58
N 0.79 0.47 0.93

The molecule C5H11N at a distorted geometry, computed with ωB97M-V/def2-TZVPD.

Summary:
Orbital gap in eV: 9.879
2S+1: 1
Relative energy (zero: lowest compared OMol25 entry of this formula, charge and spin) in kcal per mole: 25.0
LUMO in eV: 1.18

Each line ends with the Löwdin charge.
Element x y z (Å)
C1 -1.88655 -0.62634 -0.28223  -0.090
C2 -0.61395 -0.23055 0.46487  -0.306
C3 -0.40396 1.29433 0.43696  -0.185
C4 0.59337 -0.26310 -0.49868  -0.415
C5 1.91092 -0.60767 0.15895  -0.068
H1 -1.88042 -0.21370 -1.32516  0.094
H2 -2.00206 -1.74469 -0.27317  0.085
H3 -2.79437 -0.25426 0.21623  0.070
H4 -0.56821 -0.71296 1.45815  0.139
H5 0.18128 1.70645 1.27462  0.109
H6 -1.26271 1.93537 0.36134  0.096
H7 1.22796 1.65546 -0.88878  0.099
H8 0.36012 -0.90630 -1.39123  0.141
H9 1.88187 -1.66374 0.45881  0.074
H10 2.76078 -0.46154 -0.52603  0.074
H11 2.11259 -0.03511 1.12737  0.101
N1 0.38333 1.12835 -0.77201  -0.019

Cartesian forces (eV/Å) of the 6 atoms listed first:
C -0.50 -0.63 -0.07
C -0.72 0.28 0.11
C 0.56 0.53 0.90
C -0.22 -1.65 -0.16
C 0.52 -0.07 1.00
H 0.03 -0.52 0.88

A cluster of 8 separate species, C32H56N8 in total at a distorted geometry, computed with ωB97M-V/def2-TZVPD.

Summary:
Orbital gap in eV: 11.875
2S+1: 1
Relative energy (zero: lowest compared OMol25 entry of this formula, charge and spin) in kcal per mole: 45.3
LUMO in eV: 0.50

Each line ends with the Löwdin charge.
Element x y z (Å)
C1 -8.54000 9.35431 11.77493  -0.120
C2 -9.45351 8.13760 11.67739  -0.252
C3 -9.66945 7.60785 10.23460  -0.186
C4 -8.40198 7.24042 9.57437  -0.236
N1 -7.41075 6.92561 9.07703  0.136
H1 -8.96265 10.22722 11.27743  0.075
H2 -7.49989 9.21200 11.48165  0.073
H3 -8.47900 9.61662 12.83114  0.069
H4 -10.44434 8.46082 11.99664  0.105
H5 -9.04736 7.38109 12.34884  0.111
H6 -10.27886 8.29708 9.65004  0.116
H7 -10.25541 6.68879 10.24277  0.111
C5 -5.31256 13.11113 3.35445  -0.125
C6 -6.19770 12.97172 4.54867  -0.262
C7 -7.63636 12.49313 4.15174  -0.177
C8 -8.41667 13.38259 3.23641  -0.217
N2 -9.02950 14.06933 2.49299  0.118
H8 -5.74042 13.76094 2.59105  0.074
H9 -5.29124 12.14955 2.84161  0.077
H10 -4.27207 13.33672 3.58810  0.077
H11 -6.22538 13.86174 5.17731  0.108
H12 -5.76460 12.21309 5.20059  0.105
H13 -8.22984 12.40601 5.06184  0.108
H14 -7.63285 11.54131 3.62059  0.114
C9 -4.53251 18.78595 -2.50658  -0.109
C10 -5.96709 18.40729 -2.02847  -0.241
C11 -6.65568 17.47817 -3.00762  -0.210
C12 -6.02701 16.19447 -3.23565  -0.254
N3 -5.59118 15.18585 -3.52081  0.147
H15 -4.48763 19.16361 -3.52806  0.072
H16 -3.84645 17.93964 -2.47185  0.068
H17 -4.07758 19.51674 -1.83792  0.065
H18 -6.52962 19.34004 -1.98801  0.105
H19 -5.85086 17.94129 -1.04998  0.112
H20 -6.74868 17.90278 -4.00720  0.125
H21 -7.64402 17.25019 -2.60845  0.120
C13 0.31044 7.43762 7.67225  -0.105
C14 1.64784 8.16505 7.63331  -0.277
C15 2.32772 8.20405 8.97649  -0.213
C16 2.73268 6.90966 9.56826  -0.217
N4 3.12915 5.92744 10.06309  0.130
H22 -0.35759 7.86402 8.42058  0.075
H23 0.40259 6.37502 7.89695  0.077
H24 -0.08547 7.64379 6.67783  0.073
H25 1.51532 9.17101 7.23509  0.110
H26 2.32990 7.66338 6.94686  0.113
H27 1.74255 8.67202 9.76813  0.118
H28 3.23022 8.79931 8.83778  0.116
C17 -14.69643 12.85971 -5.33106  -0.113
C18 -14.60114 12.93697 -3.80572  -0.251
C19 -13.66202 11.84721 -3.22810  -0.186
C20 -14.03356 10.47615 -3.66293  -0.243
N5 -14.32163 9.41778 -3.99281  0.135
H29 -15.29881 12.04017 -5.72301  0.073
H30 -13.69479 12.81098 -5.75819  0.077
H31 -15.22346 13.73618 -5.70807  0.069
H32 -15.56453 12.83009 -3.30718  0.108
H33 -14.15750 13.89343 -3.52920  0.104
H34 -13.68666 11.74281 -2.14338  0.112
H35 -12.65886 12.06751 -3.59312  0.114
C21 -6.43678 6.40673 -0.92285  -0.116
C22 -5.88156 4.97460 -0.88120  -0.234
C23 -4.66247 4.81088 0.09477  -0.182
C24 -3.54757 5.77611 -0.06030  -0.236
N6 -2.69371 6.54884 -0.17625  0.130
H36 -6.65961 6.77968 0.07684  0.072
H37 -7.36733 6.44312 -1.48929  0.068
H38 -5.78604 7.16277 -1.36220  0.071
H39 -5.55807 4.66545 -1.87511  0.104
H40 -6.66557 4.28521 -0.56790  0.102
H41 -4.16152 3.87495 -0.15260  0.107
H42 -4.94272 4.78890 1.14789  0.114
C25 -7.28288 20.39298 13.92234  -0.095
C26 -6.15788 19.62021 13.18071  -0.248
C27 -6.49224 18.19850 12.64084  -0.176
C28 -7.73820 18.26570 11.81811  -0.239
N7 -8.71969 18.37226 11.21965  0.135
H43 -7.50961 19.93369 14.88450  0.072
H44 -8.19108 20.35520 13.32080  0.059
H45 -7.06067 21.45584 14.01751  0.071
H46 -5.23055 19.57579 13.75185  0.100
H47 -5.87157 20.17725 12.28862  0.101
H48 -6.62550 17.49856 13.46572  0.111
H49 -5.77060 17.74151 11.96371  0.109
C29 -16.05282 19.50040 2.93915  -0.104
C30 -16.32198 18.54923 4.16800  -0.220
C31 -16.54202 17.05645 3.76099  -0.187
C32 -17.42227 16.86492 2.59958  -0.243
N8 -18.09802 16.70909 1.67381  0.138
H50 -15.89008 20.54297 3.21236  0.064
H51 -16.84956 19.53635 2.19617  0.062
H52 -15.16837 19.15880 2.40142  0.070
H53 -17.20358 18.87304 4.72119  0.098
H54 -15.49442 18.69754 4.86171  0.099
H55 -16.91247 16.41960 4.56429  0.111
H56 -15.60104 16.57456 3.49557  0.113

Cartesian forces (eV/Å) of the 6 atoms listed first:
C -0.07 0.30 0.58
C 0.13 0.41 -0.78
C 0.39 -0.55 0.48
C 0.12 0.21 -0.31
N -0.51 0.20 0.30
H 0.11 -0.04 -0.23

A structure of composition C19H55FO9S8Tl at a distorted geometry, computed with ωB97M-V/def2-TZVPD.

Summary:
Orbital gap in eV: 4.214
2S+1: 1
Relative energy (zero: lowest compared OMol25 entry of this formula, charge and spin) in kcal per mole: 72.3
Net charge: +1
LUMO in eV: -5.78

Each line ends with the Löwdin charge.
Element x y z (Å)
Tl1 0.01080 -0.19052 -0.44669  1.241
F1 -1.12651 -2.81664 -1.25813  -0.525
C1 -2.05594 3.54958 -2.81495  -0.073
C2 -0.75248 2.95513 -3.31563  -0.503
C3 0.04663 3.94124 -4.11792  -0.068
O1 -0.01543 2.34794 -2.20661  -0.148
H1 -2.59631 2.81958 -2.21229  0.050
H2 -2.74654 3.82061 -3.61352  0.078
H3 -2.00128 4.32873 -2.05467  0.080
H4 -0.98493 2.19521 -4.06167  0.135
H5 0.58615 4.71958 -3.57829  0.070
H6 -0.51931 4.46239 -4.89007  0.090
H7 0.93722 3.43025 -4.48376  0.078
C4 5.15364 -0.74209 0.07435  -0.232
S1 4.12711 -0.17140 -1.36866  0.920
O2 2.65922 -0.64217 -1.20863  -0.612
C5 4.14220 1.61426 -1.03410  -0.256
H8 5.43256 -1.79345 0.00394  0.029
H9 4.48810 -0.73515 0.93755  0.040
H10 6.09764 -0.22076 0.23305  0.059
H11 4.94891 2.20880 -1.46287  0.065
H12 4.15447 1.72246 0.05045  0.034
H13 3.18294 1.89350 -1.46992  0.040
C6 -4.69543 0.77277 -3.24757  -0.232
S2 -3.63913 -0.59594 -2.48841  0.919
O3 -2.93672 -0.00826 -1.21112  -0.645
C7 -5.06575 -1.60538 -1.67297  -0.200
H14 -5.61599 0.80196 -2.66463  0.035
H15 -5.17167 0.35772 -4.13584  0.043
H16 -4.27289 1.76192 -3.42401  0.034
H17 -6.00598 -1.38641 -2.17905  0.034
H18 -5.19116 -1.23730 -0.65469  0.045
H19 -4.85264 -2.66785 -1.79061  0.042
C8 0.72831 -1.52150 -5.63408  -0.261
S3 1.32080 -2.31805 -4.10958  0.875
O4 0.70913 -1.44198 -2.98131  -0.660
C9 0.20488 -3.83398 -3.97486  -0.220
H20 -0.35317 -1.61700 -5.53727  0.044
H21 0.96699 -2.07112 -6.54461  0.049
H22 0.93839 -0.46482 -5.79960  0.056
H23 0.53570 -4.41726 -3.11554  0.039
H24 0.33898 -4.43449 -4.87459  0.041
H25 -0.82989 -3.55027 -3.78289  0.046
C10 2.69881 -3.64620 2.83944  -0.216
S4 1.74944 -3.64609 1.20949  0.885
O5 1.44615 -2.18392 0.95591  -0.631
C11 3.15597 -4.01460 0.11572  -0.228
H26 1.95366 -3.58434 3.63255  0.031
H27 3.32536 -2.76884 2.99996  0.035
H28 3.40132 -4.47948 2.85418  0.051
H29 2.89014 -4.03618 -0.94114  0.062
H30 3.32965 -5.05125 0.40431  0.046
H31 4.00529 -3.37268 0.34961  0.034
C12 2.01432 4.47620 -0.15411  -0.218
S5 1.22822 3.26081 0.95491  0.898
O6 1.77541 1.92845 0.48442  -0.613
C13 2.39799 3.40740 2.32902  -0.241
H32 3.05077 4.15653 -0.26220  0.049
H33 1.80071 5.51769 0.08625  0.065
H34 1.49020 4.24471 -1.08137  0.026
H35 3.43444 3.18018 2.07955  0.063
H36 2.00911 2.74361 3.10119  0.023
H37 2.40813 4.37158 2.83731  0.056
C14 0.00265 0.20283 5.06756  -0.229
S6 0.99090 -0.46022 3.65318  0.861
O7 0.83752 0.43652 2.41116  -0.603
C15 2.74361 -0.10302 4.17038  -0.224
H38 -0.05200 1.29103 5.03714  0.057
H39 0.40904 -0.15321 6.01423  0.054
H40 -0.97004 -0.28725 5.02514  0.035
H41 3.04919 -0.85627 4.89657  0.045
H42 2.79053 0.85566 4.68695  0.045
H43 3.46036 -0.06035 3.35029  0.048
C16 -2.58371 3.74972 2.36792  -0.231
S7 -2.98059 2.12231 1.52469  0.898
O8 -1.69458 1.69163 0.75075  -0.645
C17 -3.23141 1.10773 3.03106  -0.243
H44 -3.43912 4.16917 2.89749  0.050
H45 -2.21616 4.44988 1.61773  0.044
H46 -1.79911 3.61601 3.11265  0.044
H47 -3.90085 0.26248 2.87139  0.041
H48 -3.77454 1.67413 3.78757  0.055
H49 -2.21790 0.86379 3.34946  0.028
C18 -3.77798 -3.22770 1.53328  -0.227
S8 -2.34584 -2.46546 2.46982  0.859
O9 -1.59755 -1.52599 1.55269  -0.602
C19 -1.48587 -4.06757 2.45885  -0.275
H50 -4.22399 -4.12299 1.96643  0.058
H51 -3.62823 -3.28120 0.45494  0.050
H52 -4.53260 -2.46087 1.70825  0.021
H53 -1.82478 -4.80697 3.18447  0.061
H54 -0.51986 -3.80959 2.89288  0.003
H55 -1.33417 -4.52799 1.48259  0.066

Cartesian forces (eV/Å) of the 6 atoms listed first:
Tl -0.42 -0.57 -0.70
F 0.33 0.99 0.48
C -0.94 -0.66 0.86
C -0.51 -0.90 2.19
C 2.30 0.52 0.21
O -0.17 0.75 -1.25